[1]
This record from OMol25 describes 11 unconnected molecules or ions with the total composition C5H34N2O10. The level of theory is the ωB97M-V functional and the def2-TZVPD basis.

Summary:
HOMO energy (spin up / spin down) = 0.01472 / -0.24346 hartree
max |F| = 1.9 eV/A
2S+1 = 2
total charge = -1
<S²> = 0.750
gap between HOMO and LUMO (spin up / spin down) = 1.90 / 8.85 eV

Geometry (Å):
O (2.03959, 2.01281, 1.97517)
O (-2.08785, -0.21680, -1.07247)
O (1.05370, 3.62606, -0.12668)
O (-1.87626, 1.16138, 2.42417)
O (-3.69043, -3.10754, -0.66534)
O (-0.43817, -3.67276, -0.07050)
O (-0.25132, 2.49517, -2.26236)
O (-2.62482, -2.27805, -2.94952)
O (-3.08406, 1.75076, 0.01454)
O (-3.56941, -0.88480, 2.36978)
N (0.41500, -0.32804, 2.41288)
N (2.99700, -0.53689, 0.65879)
C (3.07168, 0.80970, -1.40885)
C (0.65592, -0.65288, 1.00705)
C (3.63008, -0.42739, -0.67527)
C (1.87361, -1.50721, 0.66982)
C (4.15821, 1.31633, -2.40411)
H (-1.25134, 0.09111, -0.70393)
H (-3.49307, -3.38203, -1.56619)
H (2.72235, 2.37128, 2.56952)
H (1.32288, 4.51531, 0.10873)
H (-2.43633, -2.09518, -3.87727)
H (3.78336, 2.20659, -2.92476)
H (4.51652, 0.53052, -3.07290)
H (2.16428, 0.63117, -2.00938)
H (4.93510, 1.70592, -1.74837)
H (2.11042, -2.35800, 1.32894)
H (2.39616, 1.43761, 1.27253)
H (-1.07253, 0.56516, 2.56479)
H (1.05453, 0.39711, 2.74508)
H (-3.22778, -2.27006, -0.52438)
H (-0.30087, -1.02816, 0.60372)
H (4.70489, -0.25413, -0.55472)
H (-2.27919, 1.46551, 0.48666)
H (-2.11612, 1.60811, 3.23833)
H (-2.56933, 0.59609, -1.35171)
H (3.44776, -1.29602, -1.31883)
H (1.10833, 3.06113, 0.66905)
H (3.68891, -0.85241, 1.33470)
H (-3.01287, -1.33037, 1.71981)
H (-2.99150, -1.43400, -2.65820)
H (0.48138, -1.07279, 3.09600)
H (0.76877, 0.31095, 0.48719)
H (-3.72069, 1.33056, 0.61198)
H (-0.69619, -4.59196, -0.16583)
H (2.90889, 1.64540, -0.72573)
H (-0.14909, 2.95370, -1.40715)
H (-3.00497, -0.07111, 2.49451)
H (-0.61747, -3.25452, -0.91498)
H (-1.17612, 2.67019, -2.45862)
H (1.75003, -2.13571, -0.22069)

Just the natural (NBO) charges please, in e? Sure, here they are:
1. O -1.4359
2. O -1.0029
3. O -1.0656
4. O -1.0655
5. O -0.9699
6. O -0.9489
7. O -0.9765
8. O -0.9648
9. O -0.9797
10. O -0.9891
11. N -0.9125
12. N -0.6730
13. C -0.4258
14. C -0.2460
15. C -0.2363
16. C -0.2671
17. C -0.6163
18. H 0.4824
19. H 0.4829
20. H 0.3529
21. H 0.4637
22. H 0.4679
23. H 0.2129
24. H 0.1899
25. H 0.2066
26. H 0.1940
27. H 0.1980
28. H 0.4783
29. H 0.5077
30. H 0.4024
31. H 0.4811
32. H 0.1797
33. H 0.1860
34. H 0.4924
35. H 0.4783
36. H 0.5026
37. H 0.1694
38. H 0.5011
39. H 0.3584
40. H 0.4582
41. H 0.4924
42. H 0.3647
43. H 0.1952
44. H 0.4808
45. H 0.4702
46. H 0.2131
47. H 0.5012
48. H 0.4813
49. H 0.4798
50. H 0.4509
51. H 0.1996



[2]
This record from OMol25 describes a molecular structure, C3Cl3NO2S. The level of theory is the ωB97M-V functional and the def2-TZVPD basis.

Summary:
HOMO energy = -0.37099 hartree
max |F| = 4.7 eV/A
total charge = 0
gap between HOMO and LUMO = 9.92 eV

Geometry (Å):
Cl (0.70259, -0.66186, -2.45759)
Cl (-0.88899, -2.36438, -0.67711)
Cl (-1.87248, 0.18289, -1.60226)
S (0.77060, 1.37046, 2.16563)
O (-1.70290, 0.09849, 1.70048)
O (2.46954, 0.86773, 0.03957)
N (0.15886, 0.16923, 0.20983)
C (-0.46644, -0.71979, -1.23678)
C (-0.57650, 0.30255, 1.34534)
C (1.40572, 0.75468, 0.51291)

Just the natural (NBO) charges please, in e? Sure, here they are:
1. Cl 0.1450
2. Cl 0.0736
3. Cl 0.1137
4. S 0.0412
5. O -0.5169
6. O -0.4976
7. N -0.5617
8. C -0.0506
9. C 0.6281
10. C 0.6252



[3]
This record from OMol25 describes 8 unconnected molecules or ions with the total composition C3H21NO9. The level of theory is the ωB97M-V functional and the def2-TZVPD basis.

Summary:
HOMO energy = -0.37941 hartree
max |F| = 2.0 eV/A
total charge = 0
gap between HOMO and LUMO = 10.32 eV
structure (SMILES) = CC(=O)NCO.O.O.O.O.O.O.O

Geometry (Å):
O (1.11006, -3.20815, 0.00935)
O (-2.34351, -0.40064, -0.57598)
O (2.75788, 0.32326, 0.40880)
O (-0.79632, 1.61315, -3.35714)
O (-0.07655, 3.64771, -1.06179)
O (-0.01307, -1.34782, -1.72602)
O (-2.35320, -1.27384, 2.05677)
O (-1.59168, -3.34943, 0.72150)
O (1.65027, -1.90186, 2.21131)
N (1.16006, 1.87548, -0.41276)
C (-0.59834, 2.80927, 1.08125)
C (0.21825, 2.85622, -0.17521)
C (1.56597, 1.02527, 0.71563)
H (0.22310, -3.07620, 0.39233)
H (-1.34094, 3.57384, 1.06080)
H (-1.98849, -0.74999, 1.33827)
H (-2.07081, -3.66757, -0.05108)
H (-0.81885, 2.18316, -2.58162)
H (-1.52256, -0.76921, -0.92511)
H (1.68559, -2.61384, 0.53455)
H (1.82440, 1.54252, 1.62913)
H (-2.47027, 0.37546, -1.12719)
H (1.68275, 2.20234, -1.21658)
H (-0.03031, 2.87406, 2.01145)
H (-3.24370, -1.53819, 1.81371)
H (0.45914, -2.06819, -1.28802)
H (2.59862, -2.07882, 2.22401)
H (1.34879, -2.61974, 2.77240)
H (2.54854, -0.43702, -0.14163)
H (0.64247, -0.64170, -1.75717)
H (-1.62455, -2.37808, 0.69673)
H (0.74815, 0.32005, 0.81924)
H (-1.10717, 1.84452, 1.10097)
H (0.07577, 1.24232, -3.45420)

Just the natural (NBO) charges please, in e? Sure, here they are:
1. O -0.9869
2. O -1.0009
3. O -0.7047
4. O -0.9519
5. O -0.6370
6. O -0.9711
7. O -0.9538
8. O -0.9555
9. O -0.9377
10. N -0.6781
11. C -0.7282
12. C 0.6826
13. C 0.1018
14. H 0.4954
15. H 0.2499
16. H 0.4821
17. H 0.4792
18. H 0.4861
19. H 0.4995
20. H 0.4760
21. H 0.1831
22. H 0.4875
23. H 0.4217
24. H 0.2309
25. H 0.4807
26. H 0.5019
27. H 0.4748
28. H 0.4871
29. H 0.4642
30. H 0.4642
31. H 0.4811
32. H 0.1732
33. H 0.2389
34. H 0.4640



[4]
This record from OMol25 describes a molecular structure, C37H23CdF4N9O3S. The level of theory is the ωB97M-V functional and the def2-TZVPD basis.

Summary:
HOMO energy = -0.25729 hartree
max |F| = 3.0 eV/A
total charge = 0
gap between HOMO and LUMO = 2.01 eV

Geometry (Å):
Cd (0.22264, -0.29148, -0.19183)
S (-6.52081, -6.40124, 2.64842)
F (2.63329, 3.77130, -5.11148)
F (-2.28609, 1.78057, -3.90726)
F (0.72858, 3.87113, -6.94075)
F (-0.41850, 1.69823, -2.07773)
O (-7.40535, -6.21739, 3.77498)
O (-6.93090, -7.32686, 1.61822)
O (-5.10911, -6.33919, 2.92934)
N (1.12100, -1.31016, 1.73053)
N (-8.04677, -4.50933, 1.37109)
N (-4.19956, 1.87149, -6.23786)
N (-2.12661, -0.97849, 0.34985)
N (1.87645, 1.47739, -0.31620)
N (-0.23139, 0.98769, 1.81788)
N (4.59830, 3.59391, -2.79195)
N (-5.74808, -4.11730, 1.49310)
N (-1.75906, 4.31740, -8.62672)
C (0.58143, -1.50607, -1.81388)
C (0.43807, 3.34537, -5.74793)
C (1.94677, -2.70728, 3.95582)
C (-1.09057, 2.91950, 2.91761)
C (2.23480, 2.66003, -2.54238)
C (1.78097, -4.35061, -3.39185)
C (0.21111, 0.51076, 2.98539)
C (-0.09395, 2.22441, -3.29396)
C (0.78825, -2.21696, -2.76439)
C (-1.77283, 3.68745, -7.66680)
C (2.03386, 2.02641, -1.32114)
C (-1.08155, 2.26739, -4.23619)
C (1.31673, -1.48014, 4.08886)
C (1.05900, -3.09877, -3.90327)
C (0.90618, -0.79601, 2.94316)
C (-4.59358, -2.25846, 0.60742)
C (-0.64555, 2.43594, 4.13693)
C (-0.87950, 2.84721, -5.52054)
C (-0.85187, 2.15257, 1.78627)
C (-4.49562, -0.99219, 0.03363)
C (-6.82450, -4.79944, 1.72264)
C (-3.41369, -2.86862, 1.04369)
C (-3.24569, -0.40184, -0.07226)
C (1.21829, 2.72408, -3.51249)
C (-5.86020, -2.97717, 0.80462)
C (1.94520, -2.35343, -4.90836)
C (-2.21922, -2.19169, 0.89130)
C (-1.89726, 2.94915, -6.47703)
C (3.53012, 3.18005, -2.72014)
C (-7.11886, -2.57011, 0.36129)
C (-0.26794, -3.49017, -4.56259)
C (0.01798, 1.22132, 4.17265)
C (1.72509, -2.47928, 1.60124)
C (-3.16177, 2.35848, -6.31477)
C (-8.19924, -3.38562, 0.68528)
C (2.15620, -3.22368, 2.68750)
C (1.42587, 3.28799, -4.80276)
H (2.18200, -2.99310, -5.75687)
H (-0.80851, 2.99311, 5.04743)
H (1.14642, -1.07733, 5.07315)
H (0.38165, 0.84606, 5.11539)
H (-0.08743, -4.14170, -5.41589)
H (1.43518, -1.46456, -5.27446)
H (2.00211, -5.01992, -4.22105)
H (-3.13913, 0.58254, -0.51358)
H (1.15759, -4.87654, -2.67239)
H (-1.17489, 2.49002, 0.80969)
H (-7.26767, -1.67065, -0.21147)
H (-1.28836, -2.63710, 1.22228)
H (1.86012, -2.83039, 0.58289)
H (2.87473, -2.04324, -4.43598)
H (-5.36696, -0.46744, -0.32275)
H (2.26468, -3.25134, 4.83155)
H (2.63466, -4.17786, 2.54416)
H (-3.46193, -3.84952, 1.49155)
H (2.71264, -4.07521, -2.90272)
H (-0.79787, -2.60366, -4.90447)
H (-1.60441, 3.86382, 2.84741)
H (-0.90359, -4.01376, -3.85200)
H (-9.21155, -3.13837, 0.39386)

Just the Mulliken charges please, in e? Sure, here they are:
1. Cd 2.1844
2. S 1.1456
3. F -0.3042
4. F -0.2847
5. F -0.2905
6. F -0.0601
7. O -0.6739
8. O -0.6718
9. O -0.6512
10. N 0.0932
11. N -0.4940
12. N -0.4286
13. N 0.0852
14. N -0.6294
15. N 0.3632
16. N -0.4749
17. N -0.2758
18. N -0.4137
19. C -1.7624
20. C 0.3730
21. C -0.5068
22. C -0.8010
23. C 0.7014
24. C -1.6821
25. C 0.5132
26. C 0.1106
27. C 0.3866
28. C -0.0846
29. C 0.2566
30. C 0.5134
31. C -1.0184
32. C 2.1749
33. C 0.4143
34. C 1.0803
35. C -0.5106
36. C 0.0538
37. C -0.3971
38. C -0.8179
39. C 0.1020
40. C -0.8760
41. C -0.6368
42. C 0.4424
43. C 0.4186
44. C -1.5300
45. C -0.5896
46. C 0.8814
47. C -0.3182
48. C -0.5217
49. C -1.5177
50. C -0.9685
51. C -0.1983
52. C -0.1120
53. C -0.4484
54. C -0.7363
55. C -0.0923
56. H 0.3905
57. H 0.4346
58. H 0.3265
59. H 0.3592
60. H 0.3987
61. H 0.3370
62. H 0.4240
63. H 0.4264
64. H 0.3763
65. H 0.4560
66. H 0.3455
67. H 0.4776
68. H 0.4937
69. H 0.3781
70. H 0.3163
71. H 0.4488
72. H 0.4546
73. H 0.6869
74. H 0.3695
75. H 0.3501
76. H 0.4264
77. H 0.3911
78. H 0.4174



[5]
This record from OMol25 describes 2 unconnected molecules or ions with the total composition CH4FOPS. The level of theory is the ωB97M-V functional and the def2-TZVPD basis.

Summary:
HOMO energy = -0.36097 hartree
max |F| = 3.7 eV/A
total charge = 0
gap between HOMO and LUMO = 9.74 eV
structure (SMILES) = CP(=O)=S.F

Geometry (Å):
S (-1.66647, -1.45238, -0.38439)
P (-0.00580, -0.86861, 0.35880)
F (0.47909, 0.05928, -2.22079)
O (1.14183, -1.68000, 0.63694)
C (0.06385, 0.83252, 1.02113)
H (-0.89287, 1.07458, 1.47669)
H (-0.38160, -0.34790, -2.57889)
H (0.18870, 1.65678, 0.18566)
H (1.07327, 0.72573, 1.50484)

Just the natural (NBO) charges please, in e? Sure, here they are:
1. S -0.5414
2. P 1.7362
3. F -0.5775
4. O -0.9963
5. C -1.0490
6. H 0.2783
7. H 0.5867
8. H 0.2877
9. H 0.2753



[6]
This record from OMol25 describes 2 unconnected molecules or ions with the total composition C6H12P. The level of theory is the ωB97M-V functional and the def2-TZVPD basis.

Summary:
HOMO energy (spin up / spin down) = -0.42741 / -0.51393 hartree
max |F| = 5.3 eV/A
total charge = +1
gap between HOMO and LUMO (spin up / spin down) = 4.07 / 9.52 eV

Geometry (Å):
P (0.28438, -0.22838, 1.00913)
C (-1.71800, 2.11750, -1.83085)
C (-0.58370, -1.43630, 0.01669)
C (-2.08830, 1.32882, -2.91454)
C (-1.07686, 2.78270, -1.00105)
C (1.97950, -0.04731, 0.32721)
C (0.70663, -1.16025, 2.63400)
H (2.48810, 0.60445, 1.13911)
H (-0.62717, 3.18123, -0.21363)
H (-3.10470, 1.21926, -3.12362)
H (-1.31394, 0.84993, -3.52843)
H (-0.01054, -1.53887, -0.97860)
H (1.62192, -0.55626, 2.92150)
H (1.02670, -2.13391, 2.12754)
H (2.06656, 0.49411, -0.64171)
H (-0.10320, -1.05940, 3.27147)
H (-0.54184, -2.44281, 0.57807)
H (2.60927, -0.96826, 0.39775)
H (-1.61481, -1.00625, -0.19005)

Just the natural (NBO) charges please, in e? Sure, here they are:
1. P 1.2580
2. C -0.0881
3. C -1.0258
4. C -0.2867
5. C -0.1206
6. C -0.9999
7. C -0.8462
8. H 0.2633
9. H 0.2179
10. H 0.2198
11. H 0.2264
12. H 0.2803
13. H 0.2526
14. H 0.2596
15. H 0.2813
16. H 0.2559
17. H 0.2833
18. H 0.2798
19. H 0.2891



For reference, energy relative to the best compared isomer or geometry (same formula, charge and spin) by record: 2.6 22.3 116.7 99.5 182.6 548.6 kJ/mol.